(1)
Here is C6H12O as an isolated structure at a distorted geometry from the Open Molecules 2025 dataset. Energies are from ωB97M-V/def2-TZVPD.

ORCA input file:
```
! wB97M-V def2-TZVPD RIJCOSX def2/J DEFGRID3
* xyz 0 1
C 1.799 -0.716 0.299
C 1.223 0.481 0.603
O 1.297 1.007 1.844
C 0.338 1.293 -0.297
C -1.142 0.952 0.023
C -1.387 -0.541 0.119
C -0.982 -1.227 -1.173
H 2.472 -0.777 -0.544
H 0.301 -1.485 -0.774
H 2.021 -1.404 1.113
H 1.879 0.435 2.366
H 0.495 2.364 -0.145
H 0.549 1.049 -1.343
H -1.444 1.458 0.948
H -1.762 1.297 -0.815
H -2.398 -0.746 0.494
H -0.710 -0.982 0.860
H -1.832 -1.865 -1.564
H -0.716 -0.593 -2.013
*
```

The LUMO energy comes out at 0.8 eV. The value obtained for the HOMO energy is -8.22 eV. The calculation puts the gap between HOMO and LUMO at 9.0 eV.

***

(2)
Here is C22H29F12I2O9 as an isolated structure at a distorted geometry from the Open Molecules 2025 dataset. Energies are from ωB97M-V/def2-TZVPD.

ORCA input file:
```
! wB97M-V def2-TZVPD RIJCOSX def2/J DEFGRID3
* xyz -1 1
C 1.820 -1.663 4.313
O 3.071 -1.123 4.011
C 3.079 0.301 3.902
C 3.672 0.799 2.610
C 4.454 -0.041 1.859
I 6.771 0.255 2.106
C 4.055 -0.963 0.982
C 2.616 -1.131 0.565
I 5.289 -2.384 0.050
H 1.438 -1.306 5.280
H 1.931 -2.746 4.363
H 1.072 -1.420 3.546
H 3.644 0.694 4.762
H 2.041 0.645 4.021
H 4.150 1.762 2.775
H 2.037 -1.638 1.341
H 2.537 -1.709 -0.355
H 2.176 -0.143 0.420
C -2.134 3.496 -1.526
C -2.424 2.020 -1.656
O -1.429 1.342 -2.460
C -0.297 1.043 -1.837
O 0.004 1.287 -0.709
C 0.603 0.208 -2.783
F 0.653 0.730 -4.012
F 0.064 -1.022 -2.863
F 1.826 0.092 -2.306
H -2.048 3.957 -2.511
H -2.951 3.978 -0.989
H -1.209 3.667 -0.979
H -3.357 1.836 -2.184
H -2.471 1.537 -0.680
C -1.528 -2.576 -0.994
C -2.288 -3.390 0.024
O -3.223 -2.553 0.759
C -4.365 -2.290 0.160
O -4.754 -2.671 -0.905
C -5.238 -1.392 1.077
F -4.536 -0.384 1.597
F -5.732 -2.125 2.086
F -6.258 -0.886 0.391
H -1.020 -1.746 -0.503
H -0.776 -3.196 -1.481
H -2.197 -2.181 -1.758
H -1.633 -3.789 0.794
H -2.844 -4.208 -0.433
C -4.912 6.999 4.450
C -5.265 5.562 4.757
O -5.185 4.735 3.570
C -3.969 4.335 3.232
O -2.939 4.572 3.786
C -4.049 3.431 1.975
F -4.842 3.971 1.039
F -4.555 2.239 2.311
F -2.846 3.253 1.453
H -5.553 7.388 3.659
H -5.056 7.606 5.344
H -3.873 7.086 4.138
H -6.298 5.458 5.079
H -4.611 5.140 5.519
C 5.356 -1.723 -4.214
C 4.553 -2.941 -3.832
O 4.281 -3.785 -4.990
C 5.246 -4.590 -5.374
O 6.335 -4.738 -4.903
C 4.764 -5.430 -6.587
F 4.146 -4.676 -7.502
F 3.901 -6.371 -6.175
F 5.792 -6.036 -7.172
H 4.850 -1.160 -4.999
H 5.465 -1.089 -3.334
H 6.349 -2.003 -4.565
H 3.566 -2.673 -3.463
H 5.055 -3.532 -3.070
*
```

The LUMO energy comes out at 1.8 eV. The value obtained for the HOMO energy is -2.77 eV. The calculation puts the gap between HOMO and LUMO at 4.6 eV.

***

(3)
Here is C14H14AsBCl3N4OPtS6 as an isolated structure at a distorted geometry from the Open Molecules 2025 dataset. Energies are from ωB97M-V/def2-TZVPD.

ORCA input file:
```
! wB97M-V def2-TZVPD RIJCOSX def2/J DEFGRID3
* xyz -1 5
Pt -0.347 1.736 -0.471
C 3.830 2.934 -1.523
N 3.530 1.536 -1.448
C 4.357 0.541 -1.017
C 3.715 -0.634 -1.242
N 2.507 -0.373 -1.806
B 1.570 -1.443 -2.436
N 0.543 -1.927 -1.374
C 0.715 -3.028 -0.588
C -0.470 -3.351 -0.018
N -1.380 -2.426 -0.449
C -2.799 -2.471 -0.255
C -0.735 -1.548 -1.253
S -1.515 -0.228 -1.988
C 2.390 0.958 -1.894
S 1.082 1.846 -2.537
H 4.874 3.096 -1.271
H 3.207 3.507 -0.833
H 3.629 3.299 -2.532
H 5.318 0.742 -0.591
H 4.036 -1.638 -1.067
H 0.986 -0.965 -3.353
H 2.246 -2.383 -2.728
H 1.668 -3.507 -0.511
H -0.730 -4.139 0.654
H -3.029 -3.106 0.595
H -3.283 -2.859 -1.155
H -3.180 -1.466 -0.077
Cl -5.689 -1.168 3.912
C -4.223 -0.745 3.100
C -4.223 0.284 2.174
C -3.052 0.602 1.517
Cl -3.060 1.873 0.343
C -1.821 -0.078 1.736
O -0.733 0.153 1.115
C -1.901 -1.100 2.718
Cl -0.449 -1.972 3.048
C -3.056 -1.435 3.387
H -5.131 0.825 1.954
H -3.047 -2.231 4.116
S -0.013 5.356 2.624
As 0.744 4.501 0.831
S -0.844 4.147 -0.661
S 1.513 2.477 1.176
S 2.248 5.805 0.075
*
```

The LUMO energy (spin up / spin down) comes out at 2.5 / -0.3 eV. The value obtained for the HOMO energy (spin up / spin down) is -4.58 / -5.04 eV. The calculation puts the gap between HOMO and LUMO (spin up / spin down) at 7.0 / 4.7 eV.

***

(4)
Here is a 2-piece molecular cluster, C10H16S overall at a distorted geometry from the Open Molecules 2025 dataset. Energies are from ωB97M-V/def2-TZVPD.

ORCA input file:
```
! wB97M-V def2-TZVPD RIJCOSX def2/J DEFGRID3
* xyz 0 1
C -2.119 0.555 -1.110
C -1.267 1.398 -0.216
C 0.117 1.457 -0.421
C 0.961 2.168 0.412
C 0.442 2.856 1.505
C -0.922 2.838 1.725
C -1.738 2.028 0.929
H -2.687 1.102 -1.854
H -2.949 0.139 -0.528
H -1.565 -0.319 -1.455
H 0.572 0.864 -1.196
H 2.018 2.197 0.204
H 1.100 3.466 2.116
H -1.384 3.389 2.534
H -2.741 1.787 1.265
C -0.667 -2.998 -0.567
C 0.431 -2.342 0.241
S 2.069 -2.829 -0.432
C 2.996 -1.243 -0.584
H -0.683 -2.642 -1.600
H -1.618 -2.822 -0.054
H -0.627 -4.096 -0.540
H 0.407 -1.259 0.217
H 0.457 -2.730 1.255
H 2.359 -0.571 -1.144
H 3.145 -0.830 0.408
H 3.893 -1.563 -1.110
*
```

The LUMO energy comes out at 0.9 eV. The value obtained for the HOMO energy is -8.33 eV. The calculation puts the gap between HOMO and LUMO at 9.3 eV.

***

(5)
Here is C29H29CeCl5F6N3O3S as an isolated structure at a distorted geometry from the Open Molecules 2025 dataset. Energies are from ωB97M-V/def2-TZVPD.

ORCA input file:
```
! wB97M-V def2-TZVPD RIJCOSX def2/J DEFGRID3
* xyz 1 1
Ce -0.392 -0.076 -0.327
C -3.279 1.101 1.754
N -2.109 0.240 1.971
C -1.411 0.718 3.175
C -2.547 -1.143 2.160
C -1.380 -2.075 2.406
N -0.305 -1.848 1.444
C 0.948 -2.248 1.789
C 1.993 -1.994 0.870
F 1.629 -1.495 -0.332
C 3.325 -2.179 1.120
F 4.213 -1.862 0.192
C 3.731 -2.709 2.335
C 2.746 -3.042 3.248
F 3.081 -3.587 4.413
C 1.402 -2.845 2.994
F 0.544 -3.251 3.930
H -3.952 1.069 2.620
H -3.829 0.786 0.871
H -2.953 2.129 1.607
H -2.030 0.564 4.069
H -1.206 1.780 3.073
H -0.460 0.206 3.309
H -3.114 -1.450 1.285
H -3.226 -1.222 3.021
H -1.730 -3.109 2.334
H -1.026 -1.939 3.424
H 4.777 -2.873 2.554
Cl 2.117 1.001 2.372
C 1.227 2.353 1.698
C 0.201 2.070 0.822
C -0.414 3.155 0.251
Cl -1.674 2.780 -0.921
C -0.078 4.480 0.509
Cl -0.891 5.769 -0.279
C 0.954 4.723 1.414
Cl 1.430 6.333 1.759
C 1.619 3.648 2.017
Cl 2.924 3.934 3.095
F -0.046 0.805 -2.631
C 0.000 -0.646 -2.693
F -1.217 -0.961 -3.289
H 0.768 -0.856 -3.434
C -4.346 -1.155 -2.852
S -3.949 -1.197 -1.119
O -2.676 -0.372 -0.990
C -3.447 -2.897 -0.984
C -2.112 -3.238 -1.121
C -1.744 -4.573 -1.016
C -2.711 -5.542 -0.780
C -4.046 -5.185 -0.639
C -4.423 -3.852 -0.730
H -3.473 -1.478 -3.416
H -4.623 -0.131 -3.098
H -5.195 -1.825 -2.997
H -1.364 -2.481 -1.307
H -0.704 -4.852 -1.127
H -2.423 -6.583 -0.705
H -4.795 -5.942 -0.447
H -5.461 -3.564 -0.601
O 3.646 0.000 -1.995
C 3.239 1.041 -1.569
O 2.023 1.183 -1.001
C 3.988 2.376 -1.599
N 3.049 3.436 -1.184
C 2.705 4.266 -2.374
C 3.182 3.435 -3.565
C 4.425 2.730 -3.018
H 4.817 2.277 -0.896
H 3.421 3.995 -0.430
H 1.979 2.181 -0.864
H 3.230 5.222 -2.335
H 1.635 4.469 -2.403
H 3.386 4.052 -4.438
H 2.422 2.700 -3.846
H 5.266 3.422 -2.977
H 4.724 1.849 -3.581
*
```

The LUMO energy (spin up / spin down) comes out at -4.6 / -4.5 eV. The value obtained for the HOMO energy (spin up / spin down) is -10.15 / -10.15 eV. The calculation puts the gap between HOMO and LUMO (spin up / spin down) at 5.5 / 5.6 eV.

***

(6)
Here is C13H15IrPSe2 as an isolated structure at a distorted geometry from the Open Molecules 2025 dataset. Energies are from ωB97M-V/def2-TZVPD.

ORCA input file:
```
! wB97M-V def2-TZVPD RIJCOSX def2/J DEFGRID3
* xyz 2 6
Ir 0.213 0.256 -0.617
C 0.820 -0.007 -2.481
H 1.898 0.081 -2.649
H 0.550 -1.059 -2.729
H 0.260 0.670 -3.160
H -1.456 -0.148 -0.326
H -1.294 0.475 0.256
Se 1.567 -1.108 0.838
P 0.779 0.336 2.284
Se 0.200 2.106 0.995
C -0.553 -0.492 3.226
C -0.565 -0.500 4.641
C -1.661 -1.045 5.318
C -2.759 -1.539 4.599
C -2.731 -1.580 3.199
C -1.559 -1.192 2.541
C 1.933 0.995 3.536
C 3.178 0.406 3.835
C 3.946 0.896 4.900
C 3.487 1.991 5.646
C 2.268 2.611 5.335
C 1.507 2.122 4.273
H 0.281 -0.100 5.204
H -1.666 -1.093 6.411
H -3.635 -1.924 5.120
H -3.609 -1.911 2.630
H -1.428 -1.405 1.483
H 3.538 -0.432 3.233
H 4.908 0.427 5.153
H 4.083 2.376 6.472
H 1.906 3.472 5.916
H 0.567 2.611 4.005
*
```

The LUMO energy (spin up / spin down) comes out at -7.8 / -10.8 eV. The value obtained for the HOMO energy (spin up / spin down) is -15.66 / -15.95 eV. The calculation puts the gap between HOMO and LUMO (spin up / spin down) at 7.9 / 5.2 eV.